{"formula": "C3H2Br2", "method": "ωB97M-V/def2-TZVPD", "species": ["C", "C", "C", "Br", "Br", "H", "H"], "coordinates": [[-0.992, -1.189, 0.091], [-0.946, -0.125, 0.782], [-0.090, -0.075, -0.443], [2.038, 3.127, 1.358], [1.835, -0.087, -0.449], [-1.418, -2.129, -0.103], [-0.427, 0.479, -1.237]], "forces_ev_per_a": [[-0.186, -0.107, 0.525], [0.816, 0.563, -0.066], [0.020, -0.457, 1.914], [-0.016, -0.144, -0.077], [-0.146, -0.091, 0.220], [-0.058, -0.956, -0.510], [-0.429, 1.191, -2.006]], "e_above_lowest_kj_mol": 291.17, "lumo_energy_ev": [-3.3275, -2.0617], "e_homo_ev": [-9.7090, -10.5762], "largest_force_ev_per_a": 2.37, "gap_ev": [6.381, 8.514], "energy_ha": -5263.31731}


{"formula": "C7H12N3S2", "method": "ωB97M-V/def2-TZVPD", "species": ["C", "C", "C", "C", "C", "C", "C", "N", "N", "N", "S", "S", "H", "H", "H", "H", "H", "H", "H", "H", "H", "H", "H", "H"], "coordinates": [[-2.033, 1.173, -0.008], [-0.908, 1.951, 0.213], [0.323, 1.228, 0.300], [-1.984, -0.190, -0.195], [0.294, -0.138, 0.081], [-3.302, -2.710, -0.041], [4.707, -1.544, -0.661], [-0.828, -0.812, -0.272], [-0.842, 3.358, 0.372], [1.424, 1.954, 0.540], [-3.618, -0.904, -0.103], [4.140, -0.408, 0.546], [-2.946, 1.723, -0.017], [-2.675, -3.026, -0.932], [-4.303, -3.195, -0.049], [-2.906, -3.016, 0.908], [4.157, -1.666, -1.654], [4.714, -2.555, -0.256], [5.793, -1.318, -0.815], [-0.798, -1.857, -0.294], [-1.770, 3.788, 0.491], [-0.191, 3.696, 0.987], [1.318, 2.920, 0.542], [2.234, 1.550, 0.315]], "forces_ev_per_a": [[0.745, 1.815, -0.067], [0.442, 0.385, 0.597], [-0.167, -0.664, -0.520], [-2.739, 0.318, 0.211], [-0.287, 1.097, -0.123], [-0.287, 0.049, -1.216], [0.427, -0.901, -1.653], [1.291, -1.776, 0.688], [-3.525, -2.869, -1.990], [-2.697, -0.030, 1.147], [0.864, -0.830, -0.236], [-0.468, 0.311, 0.132], [-0.907, -0.208, -0.010], [-0.918, 0.132, 1.125], [0.612, 0.432, -0.510], [0.673, 0.049, 0.406], [0.661, 0.813, 1.281], [0.065, -0.057, 0.394], [-0.791, -0.124, -0.162], [-0.041, 1.285, -0.056], [0.838, -0.154, -0.155], [1.643, 0.944, 1.812], [0.468, 1.475, -0.272], [4.096, -1.490, -0.825]], "e_above_lowest_kj_mol": 247.54, "lumo_energy_ev": [-4.6571, -5.4305], "e_homo_ev": [-11.7431, -11.8611], "total_charge": 1, "largest_force_ev_per_a": 4.96, "gap_ev": [7.086, 6.431], "energy_ha": -1234.19284}


{"formula": "C31H89F6N7O10P", "method": "ωB97M-V/def2-TZVPD", "species": ["P", "F", "F", "F", "F", "F", "F", "C", "O", "H", "H", "H", "H", "C", "O", "H", "H", "H", "H", "C", "O", "H", "H", "H", "H", "C", "C", "C", "O", "C", "N", "H", "H", "H", "H", "H", "H", "H", "H", "H", "H", "H", "C", "C", "C", "O", "C", "N", "H", "H", "H", "H", "H", "H", "H", "H", "H", "H", "H", "C", "C", "C", "O", "C", "N", "H", "H", "H", "H", "H", "H", "H", "H", "H", "H", "H", "C", "C", "C", "O", "C", "N", "H", "H", "H", "H", "H", "H", "H", "H", "H", "H", "H", "C", "C", "C", "O", "C", "N", "H", "H", "H", "H", "H", "H", "H", "H", "H", "H", "H", "C", "C", "C", "O", "C", "N", "H", "H", "H", "H", "H", "H", "H", "H", "H", "H", "H", "C", "C", "C", "O", "C", "N", "H", "H", "H", "H", "H", "H", "H", "H", "H", "H", "H"], "coordinates": [[-0.430, 0.204, 0.976], [-0.141, 0.738, 2.453], [-0.097, -1.302, 1.480], [-1.973, 0.016, 1.463], [-0.704, -0.381, -0.567], [-0.761, 1.699, 0.509], [1.118, 0.387, 0.541], [-1.225, -3.043, -6.186], [0.115, -3.433, -6.433], [-1.832, -3.070, -7.091], [-1.629, -3.742, -5.454], [-1.307, -2.083, -5.675], [0.543, -3.553, -5.582], [-3.460, 5.965, 3.773], [-4.677, 5.872, 4.554], [-2.601, 5.402, 4.138], [-3.612, 5.615, 2.752], [-3.202, 7.024, 3.768], [-5.331, 6.159, 3.913], [2.884, -6.395, 3.846], [3.331, -5.637, 4.967], [3.059, -5.792, 2.955], [3.538, -7.267, 3.817], [1.862, -6.727, 4.027], [3.780, -6.203, 5.598], [1.967, 2.951, -6.370], [1.749, 3.508, -7.798], [0.968, 4.786, -7.910], [-0.351, 4.463, -7.421], [-1.238, 5.538, -7.491], [3.084, 3.692, -8.391], [2.615, 2.075, -6.342], [1.034, 2.752, -5.843], [2.541, 3.694, -5.816], [1.232, 2.780, -8.424], [0.819, 5.041, -8.959], [1.376, 5.637, -7.366], [-1.662, 5.684, -8.485], [-0.737, 6.474, -7.243], [-2.131, 5.381, -6.888], [3.685, 2.881, -8.366], [3.774, 4.220, -7.876], [-8.375, 7.738, -3.586], [-9.233, 6.540, -3.089], [-8.400, 5.242, -2.849], [-7.809, 4.735, -4.017], [-6.836, 3.760, -3.854], [-9.860, 6.934, -1.819], [-8.315, 7.651, -4.671], [-7.352, 7.641, -3.222], [-8.839, 8.687, -3.321], [-10.042, 6.445, -3.814], [-9.017, 4.468, -2.391], [-7.659, 5.488, -2.088], [-7.215, 2.857, -3.375], [-5.992, 4.117, -3.264], [-6.477, 3.734, -4.883], [-10.617, 6.299, -1.610], [-10.315, 7.832, -1.899], [8.357, -1.921, 3.834], [7.697, -1.163, 2.658], [7.862, -1.825, 1.275], [7.170, -1.090, 0.247], [7.922, 0.052, -0.238], [6.304, -1.054, 2.991], [8.279, -1.370, 4.771], [9.417, -2.026, 3.600], [7.985, -2.941, 3.922], [8.077, -0.149, 2.534], [7.495, -2.851, 1.295], [8.886, -1.942, 0.920], [7.260, 0.523, -0.964], [8.877, -0.136, -0.728], [8.192, 0.769, 0.537], [5.883, -1.954, 3.173], [5.963, -0.895, 2.053], [3.139, -7.757, -3.101], [4.418, -6.901, -3.106], [5.551, -7.241, -4.091], [6.311, -8.335, -3.640], [5.958, -9.607, -4.156], [4.015, -5.526, -3.289], [2.369, -7.423, -2.406], [3.414, -8.790, -2.889], [2.725, -7.794, -4.108], [4.743, -6.949, -2.066], [6.256, -6.412, -4.154], [5.236, -7.463, -5.110], [4.879, -9.759, -4.163], [6.453, -10.379, -3.567], [6.204, -9.729, -5.211], [4.875, -4.997, -3.273], [3.432, -5.187, -2.538], [-2.155, -1.520, 7.767], [-2.840, -0.349, 8.517], [-2.112, 0.037, 9.829], [-2.748, 1.212, 10.345], [-2.128, 1.635, 11.605], [-3.051, 0.851, 7.684], [-1.104, -1.431, 7.492], [-2.708, -1.770, 6.862], [-2.274, -2.509, 8.209], [-3.829, -0.763, 8.714], [-1.039, 0.220, 9.781], [-2.314, -0.772, 10.531], [-1.779, 0.866, 12.294], [-2.767, 2.343, 12.134], [-1.274, 2.264, 11.356], [-3.385, 0.444, 6.822], [-2.099, 0.873, 7.346], [-4.983, -5.851, -2.101], [-6.329, -5.076, -2.168], [-7.454, -6.017, -2.623], [-7.251, -6.469, -4.004], [-7.289, -5.433, -5.009], [-6.463, -4.354, -0.911], [-4.844, -6.429, -3.014], [-5.016, -6.571, -1.283], [-4.157, -5.148, -1.994], [-6.220, -4.259, -2.881], [-8.416, -5.521, -2.495], [-7.500, -6.925, -2.023], [-7.245, -5.877, -6.003], [-6.400, -4.806, -4.940], [-8.236, -4.894, -4.972], [-7.214, -3.705, -1.093], [-5.662, -3.787, -0.673], [6.033, 4.734, 5.894], [4.595, 5.348, 5.942], [3.836, 5.126, 4.564], [4.566, 5.681, 3.586], [3.886, 5.809, 2.362], [3.820, 4.819, 7.048], [6.025, 3.646, 5.821], [6.616, 4.975, 6.783], [6.591, 5.024, 5.004], [4.662, 6.423, 6.109], [2.842, 5.526, 4.766], [3.718, 4.067, 4.333], [3.090, 6.550, 2.438], [3.518, 4.824, 2.077], [4.579, 6.136, 1.586], [3.828, 3.817, 6.921], [2.852, 5.030, 6.853]], "forces_ev_per_a": [[-0.011, -0.940, -0.414], [0.807, 0.462, 0.750], [-0.110, -0.171, -0.248], [-0.210, -0.351, -0.985], [-0.515, 0.440, 1.203], [-0.144, 0.315, -0.528], [0.166, 0.237, 0.207], [-0.056, -0.465, 1.121], [0.045, 0.247, -0.553], [0.345, 0.038, -0.027], [-0.515, -0.233, -0.142], [0.130, 0.389, -0.393], [0.066, 0.027, 0.007], [-0.262, 0.571, -0.023], [0.851, -0.456, -0.546], [-0.487, -0.140, 0.623], [-0.127, 0.038, -0.070], [0.402, 0.036, -0.280], [-0.378, -0.060, 0.291], [0.970, -0.357, 0.952], [0.001, 0.661, 0.272], [-0.501, -0.121, 0.011], [-0.194, -0.314, -0.577], [-0.131, 0.177, -0.523], [-0.135, -0.043, -0.132], [-0.576, 0.677, -0.057], [2.038, -0.965, 0.810], [-1.693, -0.507, 0.015], [0.426, -0.048, 0.418], [-0.356, 0.426, -0.457], [1.035, 0.214, -1.083], [-0.297, -0.229, -0.403], [0.076, -0.052, 0.045], [-0.183, 0.265, 0.205], [-0.010, -0.092, 0.062], [0.541, 0.222, -0.219], [0.206, 0.037, 0.169], [0.239, -0.100, -0.576], [-0.093, 0.172, 0.379], [0.397, -0.183, 0.506], [-0.915, -1.216, -0.501], [-0.842, 1.376, 0.687], [-0.057, -1.376, -0.302], [0.260, 0.807, 0.041], [-0.522, 0.566, 0.121], [-1.241, 1.444, 0.029], [0.665, 0.679, -0.329], [0.149, -0.432, 0.432], [0.059, 0.237, -0.053], [-0.059, 0.350, 0.264], [0.170, -0.026, 0.040], [0.186, -0.732, -0.430], [-0.422, -0.137, 0.071], [0.351, 0.178, 0.042], [-0.025, -0.347, -0.438], [0.099, 0.139, 0.350], [0.239, -1.273, 0.142], [-0.030, -0.287, 0.197], [0.184, 0.210, -0.173], [1.114, 0.440, -1.292], [0.569, -1.172, 0.750], [0.486, 0.007, -0.357], [1.046, 0.392, 0.206], [-0.816, -0.152, 0.166], [-0.852, 0.553, -1.105], [-0.270, -0.106, -0.112], [0.281, -0.036, 0.212], [-0.358, 0.110, 0.095], [0.246, 0.099, 0.435], [-0.568, 0.043, -0.043], [0.494, 0.233, 0.386], [0.086, 0.093, 0.133], [0.012, -0.898, -0.153], [-0.433, 0.041, 0.317], [0.243, -0.462, 0.482], [-1.285, 0.819, -0.106], [0.865, -0.767, -1.167], [-1.391, 0.109, 1.101], [-0.230, -0.544, 0.352], [0.546, -0.880, 0.327], [-0.497, 0.380, -0.206], [0.319, 0.809, -1.107], [0.262, 0.145, 0.052], [-0.162, -0.066, 0.377], [-0.252, 0.245, -0.076], [1.042, -0.668, -0.002], [-0.125, 0.241, 0.108], [-0.568, 0.282, -0.120], [-0.182, -0.111, 0.475], [-0.047, 0.163, -0.013], [0.572, 0.161, -0.198], [-0.123, 0.614, 0.029], [-0.047, -0.089, 0.077], [-0.301, -0.589, -0.269], [0.116, -0.717, 0.237], [-1.618, 0.298, 0.104], [0.646, -0.124, 1.851], [-0.073, 0.808, -1.439], [1.254, -1.291, -0.354], [0.025, 0.427, 0.100], [-0.028, 0.732, -0.481], [0.225, 0.134, 1.020], [-0.118, 0.249, 0.718], [0.204, -0.174, -0.553], [0.368, -0.312, 0.187], [-0.337, -0.466, -0.250], [-0.552, -0.418, -0.141], [0.452, -0.173, -0.126], [-1.130, 0.104, -0.433], [0.875, 1.518, -0.193], [-0.834, 0.133, -0.601], [2.430, -0.102, -0.329], [0.287, 0.334, -0.564], [-0.264, 0.756, 0.531], [0.153, -0.756, 0.517], [-1.821, -0.551, 0.581], [0.090, 0.087, -0.090], [0.087, 0.187, 0.207], [0.058, -0.152, 0.159], [-0.012, -0.457, -0.929], [-0.291, 0.146, -0.310], [0.221, -0.019, -0.046], [-0.012, -0.498, 0.202], [-0.259, 0.378, 0.132], [0.092, 0.395, 0.250], [-0.217, 0.342, 0.580], [0.310, -0.212, -0.279], [-0.611, 0.129, -0.001], [0.655, -0.616, -1.394], [0.357, -0.965, 3.069], [1.254, 1.911, -1.733], [0.225, -0.279, -0.165], [0.044, -0.554, -0.115], [-0.438, -0.201, 0.160], [-0.089, 0.173, 0.020], [-0.175, 0.453, 0.061], [0.173, 0.140, -0.276], [-0.392, 0.479, -0.595], [-0.204, -0.525, 0.387], [-0.284, -0.105, -0.015], [-0.427, 0.019, -0.212], [0.148, 0.037, 0.202], [0.131, -0.496, 0.334], [-0.378, 0.370, 0.261]], "e_above_lowest_kj_mol": 343.85, "lumo_energy_ev": 1.9601, "e_homo_ev": -7.6357, "total_charge": -1, "largest_force_ev_per_a": 3.24, "gap_ev": 9.596, "energy_ha": -3310.72522}